Entry 1:
ORCA calculation (wB97M-V/def2-TZVPD) on a cluster of 6 separate species, C6H6Cl18 in total.

Summary:
2S+1   2
Electronic energy   -8515.228450 hartree
Frontier orbital gap (spin up / spin down)   0.330 / 0.063 hartree
Energy relative to the best compared isomer or geometry (same formula, charge and spin)   0.081 eV
Charge   +1

Each line ends with the Löwdin spin population.
CARTESIAN COORDINATES (ANGSTROEM)
C 20.71 -5.29 -0.86  0.000
Cl 22.21 -4.61 -1.57  0.000
Cl 19.72 -6.10 -2.08  0.012
Cl 19.76 -3.96 -0.11  0.030
H 21.02 -5.99 -0.09  0.000
C 23.15 -9.31 3.65  0.000
Cl 22.96 -7.77 4.52  0.001
Cl 22.50 -9.24 1.95  0.000
Cl 22.49 -10.67 4.70  0.000
H 24.23 -9.41 3.59  0.000
C 22.23 -4.25 8.33  0.013
Cl 20.66 -4.49 9.12  0.048
Cl 22.72 -2.58 8.20  0.132
Cl 22.21 -5.07 6.75  0.015
H 23.02 -4.68 8.93  0.014
C 20.08 -0.66 5.74  -0.013
Cl 19.49 -1.92 6.83  0.436
Cl 20.73 0.73 6.67  0.081
Cl 18.85 -0.29 4.59  0.183
H 20.93 -1.00 5.15  0.001
C 18.86 -9.62 1.20  0.000
Cl 19.73 -9.35 -0.34  0.001
Cl 19.02 -11.34 1.66  0.000
Cl 17.12 -9.26 0.90  0.000
H 19.23 -9.02 2.02  0.000
C 21.24 -4.97 3.10  0.001
Cl 22.44 -4.94 1.80  0.003
Cl 20.04 -6.21 2.63  0.002
Cl 20.56 -3.34 3.47  0.040
H 21.62 -5.34 4.06  0.002

---

Entry 2:
ORCA calculation (wB97M-V/def2-TZVPD) on a structure of composition C6H6Cl2.

Summary:
2S+1   1
Electronic energy   -1152.548712 hartree
Frontier orbital gap   0.386 hartree
Energy relative to the best compared isomer or geometry (same formula, charge and spin)   1.179 eV
Charge   0

Each line ends with the natural charge from an NBO analysis.
CARTESIAN COORDINATES (ANGSTROEM)
C -0.53 -0.96 -0.58  -0.193
C -0.77 0.58 -0.50  -0.272
C 0.77 0.68 -0.81  -0.371
C 0.79 -0.56 0.13  -0.102
C 0.27 0.07 1.43  -0.202
C -0.76 0.81 1.01  -0.185
H -0.34 -1.32 -1.62  0.229
H -1.53 1.06 -1.10  0.230
H 1.29 1.60 -0.45  0.228
H 1.02 0.43 -1.86  0.214
H 0.69 -0.07 2.38  0.230
H -1.42 1.43 1.57  0.227
Cl -1.64 -2.10 0.17  -0.029
Cl 2.16 -1.65 0.21  -0.005

---

Entry 3:
ORCA calculation (wB97M-V/def2-TZVPD) on a structure of composition C6H6Cl2InN2O3Y.

Summary:
2S+1   1
Electronic energy   -1714.598803 hartree
Frontier orbital gap (spin up / spin down)   0.175 / 0.277 hartree
Energy relative to the best compared isomer or geometry (same formula, charge and spin)   0.013 eV
Charge   +4

Each line ends with the natural charge from an NBO analysis.
CARTESIAN COORDINATES (ANGSTROEM)
Y 0.48 0.63 -6.72  2.147
In -0.39 0.33 -0.42  1.245
Cl -0.85 2.59 -6.03  -0.440
Cl 1.57 -0.65 -1.15  -0.455
C -1.34 -1.81 -0.05  0.503
C -0.14 1.34 -8.82  0.364
C 0.48 -1.01 -8.43  0.313
O -1.30 -2.75 0.64  -0.311
O -0.32 1.26 -9.97  -0.204
O 0.48 -1.57 -9.45  -0.180
C 0.55 1.30 5.13  -0.443
N 0.16 0.17 4.27  -0.102
C -0.37 -1.05 4.91  -0.444
C 0.26 0.27 2.98  0.595
N 0.28 0.31 1.80  -0.358
H 0.42 0.97 6.16  0.283
H -0.09 2.17 4.93  0.303
H 1.61 1.56 4.95  0.304
H -1.41 -1.24 4.62  0.295
H 0.24 -1.93 4.65  0.299
H -0.32 -0.90 5.99  0.286

---

Entry 4:
ORCA calculation (wB97M-V/def2-TZVPD) on the ion C6H6Cl2NO4S with charge -1.

Summary:
2S+1   1
SMILES   O=N[C@@H]1C=C[C@@H](Cl)[C@H](S(=O)(=O)[O-])[C@H]1Cl
Electronic energy   -1906.472242 hartree
Frontier orbital gap   0.275 hartree
Energy relative to the best compared isomer or geometry (same formula, charge and spin)   1.689 eV
Charge   -1

Each line ends with the natural charge from an NBO analysis.
CARTESIAN COORDINATES (ANGSTROEM)
C 0.34 1.33 -0.46  -0.167
C -0.12 1.25 0.77  -0.205
C 0.34 0.23 -1.46  -0.207
C -0.46 0.03 1.50  -0.224
C -0.68 -1.28 0.35  -0.496
C -0.77 -0.78 -1.05  -0.204
N 1.59 -0.51 -1.80  0.194
O 0.67 -3.17 -0.81  -0.993
O 2.54 0.12 -2.16  -0.407
O 1.86 -1.15 0.02  -0.932
O 1.13 -2.90 1.60  -0.981
S 0.87 -2.25 0.31  2.382
Cl -1.94 0.29 2.43  -0.069
Cl -2.34 0.05 -1.39  -0.092
H 0.54 2.29 -0.86  0.202
H -0.23 2.20 1.37  0.206
H 0.20 0.58 -2.46  0.225
H 0.28 -0.40 2.11  0.247
H -1.65 -1.70 0.51  0.247
H -0.62 -1.66 -1.64  0.275

---

Entry 5:
ORCA calculation (wB97M-V/def2-TZVPD) on an isolated molecule of C6H6Cl3N3O2.

Summary:
2S+1   1
SMILES   [H]/N=C1/C(=O)N(C)[C@@H](C(Cl)(Cl)Cl)N1C=O
Electronic energy   -1927.530358 hartree
Frontier orbital gap   0.366 hartree
Energy relative to the best compared isomer or geometry (same formula, charge and spin)   0.000 eV
Charge   0

Each line ends with the natural charge from an NBO analysis.
CARTESIAN COORDINATES (ANGSTROEM)
C 0.14 -1.89 -1.00  0.364
C 0.84 -0.47 -1.33  0.626
C -0.76 -2.53 1.25  0.555
C -0.75 -0.13 0.26  0.064
C 0.65 1.82 -0.71  -0.442
C -2.08 0.26 -0.44  -0.101
N 0.13 -2.86 -1.79  -0.580
N -0.59 -1.59 0.22  -0.504
N 0.43 0.43 -0.44  -0.440
O 1.50 -0.22 -2.27  -0.560
O -0.53 -3.71 1.12  -0.547
Cl -1.87 0.06 -2.17  0.079
Cl -3.29 -0.98 0.06  0.015
Cl -2.69 1.85 0.18  0.032
H -1.29 -2.11 2.09  0.129
H -0.70 0.05 1.35  0.239
H 0.25 2.54 0.08  0.232
H 1.75 1.96 -0.82  0.237
H 0.30 1.89 -1.73  0.223
H -0.31 -3.72 -1.58  0.379

---

Entry 6:
ORCA calculation (wB97M-V/def2-TZVPD) on a cluster of 2 separate species, C6H6ClISi in total.

Summary:
2S+1   1
Electronic energy   -1279.521278 hartree
Frontier orbital gap (spin up / spin down)   0.295 / 0.274 hartree
Energy relative to the best compared isomer or geometry (same formula, charge and spin)   3.496 eV
Charge   0

Each line ends with the natural charge from an NBO analysis.
CARTESIAN COORDINATES (ANGSTROEM)
C -1.10 1.23 -0.97  -0.235
C -0.15 0.54 -1.73  -0.190
C -1.10 1.07 0.38  -0.201
C 0.76 -0.30 -1.05  -0.343
C -0.13 0.33 1.07  -0.333
C 0.76 -0.29 0.30  0.158
Si 2.93 -2.66 1.74  0.789
Cl 4.80 -2.18 2.54  -0.389
I 3.14 -3.98 -0.28  -0.211
H -1.95 1.87 -1.24  0.226
H -0.25 0.65 -2.90  0.228
H -1.92 1.60 0.76  0.213
H 1.51 -0.97 -1.55  0.242
H -0.05 0.13 2.23  0.239
H 2.47 -3.68 2.61  -0.193

---

Entry 7:
ORCA calculation (wB97M-V/def2-TZVPD) on a cluster of 2 separate species, C6H6ClISi in total.

Summary:
2S+1   3
Electronic energy   -1279.538667 hartree
Frontier orbital gap (spin up / spin down)   0.268 / 0.247 hartree
Charge   0

Each line ends with the Löwdin spin population.
CARTESIAN COORDINATES (ANGSTROEM)
C 0.15 1.24 -1.51  0.087
C 1.20 0.56 -0.86  0.043
C -1.18 0.91 -1.29  -0.008
C 0.86 -0.36 0.10  0.090
C -1.45 0.01 -0.29  0.070
C -0.46 -0.74 0.33  0.091
Si -0.64 -1.96 1.72  0.558
Cl 1.08 -2.70 2.67  0.114
I 2.11 2.71 1.46  0.885
H 0.39 1.95 -2.32  0.004
H 2.24 0.87 -0.99  0.005
H -1.91 1.67 -1.50  -0.002
H 1.70 -1.01 0.25  0.002
H -2.47 -0.14 0.00  0.003
H -1.62 -3.00 2.22  0.057

---

Entry 8:
ORCA calculation (wB97M-V/def2-TZVPD) on an isolated molecule of C6H6ClN.

Summary:
2S+1   1
SMILES   Cc1ccc(Cl)nc1
Electronic energy   -747.185227 hartree
Frontier orbital gap   0.372 hartree
Energy relative to the best compared isomer or geometry (same formula, charge and spin)   0.044 eV
Charge   0

Each line ends with the natural charge from an NBO analysis.
CARTESIAN COORDINATES (ANGSTROEM)
C -1.51 -0.45 1.43  -0.627
C -0.43 -0.08 0.48  -0.072
C -0.27 -0.73 -0.75  -0.152
C 0.76 -0.35 -1.61  -0.270
C 1.59 0.68 -1.20  0.184
C 0.49 0.93 0.75  0.045
H -1.48 0.18 2.35  0.221
H -2.47 -0.33 0.99  0.223
H -1.41 -1.51 1.76  0.224
H -0.94 -1.53 -1.02  0.217
H 0.90 -0.82 -2.59  0.237
H 0.44 1.49 1.72  0.194
N 1.47 1.32 -0.05  -0.419
Cl 2.88 1.19 -2.26  -0.005

---

Entry 9:
ORCA calculation (wB97M-V/def2-TZVPD) on an isolated molecule of C6H6ClNO3.

Summary:
2S+1   1
SMILES   O=C(Cl)C/C=C\C=C=[N+]([O-])O
Electronic energy   -972.675778 hartree
Frontier orbital gap   0.331 hartree
Energy relative to the best compared isomer or geometry (same formula, charge and spin)   5.221 eV
Charge   0

Each line ends with the natural charge from an NBO analysis.
CARTESIAN COORDINATES (ANGSTROEM)
C 0.26 0.65 1.06  -0.238
C -0.74 0.98 0.02  -0.234
C 0.86 -0.55 1.21  -0.107
C -1.06 0.41 -1.08  0.156
C 0.68 -1.63 0.21  -0.595
C 1.96 -2.01 -0.40  0.524
N -1.54 0.11 -2.21  0.341
O -2.41 -0.66 -2.53  -0.431
O -0.69 0.77 -3.29  -0.618
O 2.25 -3.08 -0.86  -0.491
Cl 3.19 -0.81 -0.30  -0.020
H 0.18 1.40 1.86  0.222
H -1.23 1.91 0.29  0.233
H 1.51 -0.79 2.13  0.228
H -0.01 -2.46 0.50  0.273
H 0.08 -1.10 -0.58  0.267
H -0.87 0.46 -4.18  0.488

---

Entry 10:
ORCA calculation (wB97M-V/def2-TZVPD) on a cluster of 2 separate species, C6H6ClO2 in total.

Summary:
2S+1   3
Electronic energy   -842.730920 hartree
Frontier orbital gap (spin up / spin down)   0.198 / 0.225 hartree
Charge   -1

Each line ends with the Löwdin spin population.
CARTESIAN COORDINATES (ANGSTROEM)
C -1.65 1.40 0.34  0.421
C -1.10 0.75 -0.63  0.173
C 1.63 1.04 0.49  0.004
C -0.23 -1.76 0.33  0.126
C 0.35 -1.47 -0.99  0.586
C -0.43 -0.52 -0.59  0.425
O 1.61 1.58 -0.53  0.008
O 1.45 0.96 1.60  0.003
Cl 2.99 -0.63 0.04  0.095
H -2.15 2.40 0.26  0.030
H -1.66 1.29 1.41  0.029
H -1.25 1.16 -1.67  0.001
H -1.02 -2.47 0.48  0.038
H 0.46 -1.86 1.26  0.041
H 1.02 -1.85 -1.80  0.019

---

Entry 11:
ORCA calculation (wB97M-V/def2-TZVPD) on an isolated molecule of C6H6F2.

Summary:
2S+1   1
SMILES   FC1=CCC(F)=CC1
Electronic energy   -431.927003 hartree
Frontier orbital gap   0.383 hartree
Energy relative to the best compared isomer or geometry (same formula, charge and spin)   0.134 eV
Charge   0

Each line ends with the natural charge from an NBO analysis.
CARTESIAN COORDINATES (ANGSTROEM)
C 1.36 0.06 -0.06  0.422
C 0.76 1.22 -0.03  -0.276
C -0.76 1.31 0.01  -0.490
C -1.36 -0.08 -0.04  0.426
C -0.74 -1.22 -0.03  -0.284
C 0.75 -1.29 -0.02  -0.494
H 1.34 2.13 0.10  0.230
H -1.18 1.81 0.88  0.234
H -1.08 1.88 -0.91  0.229
H -1.36 -2.09 0.08  0.229
H 1.15 -1.88 -0.83  0.232
H 1.09 -1.83 0.90  0.232
F 2.75 0.03 -0.02  -0.348
F -2.73 -0.06 -0.03  -0.341

---

Entry 12:
ORCA calculation (wB97M-V/def2-TZVPD) on an isolated molecule of C6H6F2.

Summary:
2S+1   1
SMILES   C#C[C@@H](/C=C\F)CF
Electronic energy   -431.829500 hartree
Frontier orbital gap   0.388 hartree
Energy relative to the best compared isomer or geometry (same formula, charge and spin)   2.787 eV
Charge   0

Each line ends with the natural charge from an NBO analysis.
CARTESIAN COORDINATES (ANGSTROEM)
C -1.08 -1.14 0.29  0.065
C -0.50 0.26 0.41  -0.356
C 0.05 0.87 -0.94  -0.262
C 0.62 0.21 -2.00  0.235
C 0.68 0.36 1.36  0.002
C 1.52 0.65 2.25  -0.236
H -1.47 -1.43 1.34  0.166
H -0.40 -1.95 0.02  0.187
H -1.28 0.89 0.86  0.251
H 0.15 1.99 -0.98  0.234
H 0.86 0.78 -2.87  0.175
H 2.19 0.82 3.03  0.235
F -2.10 -1.16 -0.63  -0.356
F 0.75 -1.15 -2.16  -0.340

---

Question: What is the formula in the second record?
Answer: C6H6Cl2

---

Question: Which of these has the lowest electronic energy?
Answer: C6H6Cl18